Entry 1:
ORCA calculation (ωB97M-V with the def2-TZVPD basis set) on a 16-piece molecular cluster, C19H70N4O16 overall at a distorted geometry.

Atoms and positions in Å:
1 C 1.222404 3.222275 4.135771
2 C 0.956404 4.486275 4.983771
3 O 1.864404 5.484275 4.663771
4 H 2.230404 2.939275 4.162771
5 H 0.827404 3.204275 3.129771
6 H 0.692404 2.473275 4.652771
7 H 1.006404 4.097275 5.971771
8 H -0.051596 4.743275 4.843771
9 H 2.465404 5.713275 5.417771
10 C 1.859404 5.443275 -0.138229
11 C 1.491404 4.664275 1.081771
12 O 2.486404 4.998275 2.048771
13 H 1.336404 5.101275 -1.016229
14 H 2.954404 5.266275 -0.370229
15 H 1.733404 6.503275 -0.114229
16 H 1.409404 3.647275 0.931771
17 H 0.532404 4.975275 1.457771
18 H 2.079404 5.192275 2.920771
19 C -4.717596 -0.698725 1.467771
20 C -6.124596 -1.014725 0.892771
21 O -6.566596 -2.292725 1.333771
22 H -4.706596 -0.520725 2.514771
23 H -4.352596 0.195275 0.988771
24 H -4.026596 -1.456725 1.263771
25 H -6.042596 -1.071725 -0.177229
26 H -6.883596 -0.318725 1.174771
27 H -7.510596 -2.378725 1.016771
28 C 3.344404 -2.098725 -4.186229
29 O 2.342404 -1.609725 -3.391229
30 N 3.197404 -2.629725 -5.360229
31 N 4.588404 -2.181725 -3.801229
32 H 2.216404 -2.664725 -5.721229
33 H 3.942404 -2.934725 -6.024229
34 H 4.881404 -1.706725 -2.847229
35 H 5.239404 -2.262725 -4.590229
36 C -0.143596 -0.260725 -0.018229
37 O -1.416596 -0.669725 0.251771
38 N 0.442404 -0.610725 -1.071229
39 N 0.593404 0.564275 0.688771
40 H -0.113596 -1.215725 -1.718229
41 H 1.404404 -0.324725 -1.350229
42 H 0.172404 0.844275 1.536771
43 H 1.592404 0.871275 0.502771
44 C 2.397404 2.433275 -1.861229
45 O 2.802404 1.091275 -1.819229
46 H 1.548404 2.596275 -1.165229
47 H 2.135404 2.689275 -2.896229
48 H 3.140404 3.110275 -1.513229
49 H 3.681404 0.995275 -2.221229
50 C -0.419596 -3.219725 2.109771
51 O 0.131404 -3.336725 3.434771
52 H -0.859596 -4.201725 1.766771
53 H 0.363404 -2.877725 1.443771
54 H -1.307596 -2.499725 2.023771
55 H 0.457404 -4.204725 3.455771
56 C -3.662596 -3.744725 0.218771
57 O -3.573596 -4.458725 1.320771
58 H -2.778596 -3.067725 0.121771
59 H -4.592596 -3.167725 0.124771
60 H -3.552596 -4.336725 -0.712229
61 H -3.386596 -3.831725 2.023771
62 C -1.548596 -3.022725 -3.377229
63 O -0.516596 -2.100725 -3.333229
64 H -1.895596 -3.228725 -2.367229
65 H -1.243596 -3.863725 -3.897229
66 H -2.468596 -2.724725 -3.983229
67 H 0.014404 -2.208725 -4.105229
68 C 2.794404 -1.713725 1.806771
69 O 3.213404 -1.400725 0.471771
70 H 3.572404 -1.530725 2.381771
71 H 2.425404 -2.722725 1.949771
72 H 1.963404 -1.168725 2.261771
73 H 2.745404 -1.973725 -0.124229
74 C -2.091596 0.754275 3.163771
75 O -0.665596 0.795275 3.263771
76 H -2.448596 0.739275 4.130771
77 H -2.449596 -0.167725 2.769771
78 H -2.545596 1.525275 2.658771
79 H -0.387596 0.136275 3.872771
80 C 1.036404 -3.857725 -1.000229
81 O 2.315404 -3.274725 -1.124229
82 H 0.771404 -4.309725 -1.950229
83 H 0.270404 -3.126725 -0.907229
84 H 1.057404 -4.462725 -0.108229
85 H 2.391404 -2.981725 -2.000229
86 C -3.828596 -0.574725 -2.080229
87 O -3.130596 -0.198725 -3.230229
88 H -3.622596 0.133275 -1.294229
89 H -3.508596 -1.554725 -1.769229
90 H -4.926596 -0.688725 -2.313229
91 H -2.208596 0.019275 -3.002229
92 C -2.336596 2.396275 -0.258229
93 O -1.047596 2.933275 0.011771
94 H -2.564596 2.438275 -1.357229
95 H -3.179596 2.900275 0.186771
96 H -2.327596 1.333275 -0.106229
97 H -0.430596 2.210275 0.164771
98 C 4.857404 1.037275 1.431771
99 O 3.467404 1.132275 1.372771
100 H 5.434404 1.847275 1.295771
101 H 5.254404 0.295275 0.799771
102 H 5.046404 0.761275 2.422771
103 H 3.187404 0.206275 1.217771
104 C -0.170596 0.927275 -4.014229
105 O -0.735596 1.304275 -2.805229
106 H -0.775596 0.157275 -4.424229
107 H 0.884404 0.628275 -3.919229
108 H -0.357596 1.733275 -4.701229
109 H -0.262596 0.838275 -2.078229

Forces on atoms 1 to 6 (eV/Å):
-1.3 0.9 0.4
0.8 -2.6 -1.1
1.2 1.7 1.3
1.6 -0.2 -0.2
0.1 0.3 -0.2
-0.8 -1.3 0.5

The value obtained for the HOMO energy is -9.00 eV. The energy relative to the best compared isomer or geometry (same formula, charge and spin) comes out at 0.0 kcal/mol. Its frontier orbital gap is 8.623 eV. The LUMO energy is -0.38 eV.


Entry 2:
ORCA calculation (ωB97M-V with the def2-TZVPD basis set) on a 14-piece molecular cluster, C19H71BNO18PSi overall at a distorted geometry.

Atoms and positions in Å:
1 C 7.418108 -1.334016 -0.104349
2 C 7.218040 -0.733599 -1.652061
3 C 5.701047 -1.065065 -2.200628
4 O 4.857307 0.118015 -2.429816
5 C 3.782402 0.243215 -1.432874
6 Si 2.231873 -0.877593 -1.793255
7 C 2.103569 -2.261614 -0.404889
8 O 2.253224 -3.580920 -1.037685
9 C 1.093517 -4.453792 -0.801566
10 B 2.275641 -1.753063 -3.515356
11 O 3.416938 -1.782519 -4.457321
12 O 1.036625 -2.472903 -3.973611
13 P 0.351052 0.279876 -1.633575
14 N 0.613895 1.547588 -0.361850
15 O 0.188779 1.034693 -3.224367
16 H 6.849343 -2.351231 0.005838
17 H 8.567307 -1.582152 0.103225
18 H 7.116976 -0.510280 0.670688
19 H 7.482731 0.411112 -1.635056
20 H 7.993477 -1.358069 -2.309930
21 H 5.815325 -1.598480 -3.262459
22 H 5.247279 -1.867186 -1.478208
23 H 4.166083 0.138864 -0.307214
24 H 3.390418 1.368352 -1.506773
25 H 1.106654 -2.124246 0.210348
26 H 2.983914 -1.993620 0.353567
27 H 1.381236 -5.152011 0.117971
28 H 0.094267 -3.899667 -0.547471
29 H 0.961173 -5.105799 -1.790077
30 H 3.068364 -1.686059 -5.393174
31 H 0.877163 -3.286388 -3.399274
32 H 0.119447 2.423313 -0.657020
33 H 0.172364 1.210542 0.537004
34 H 0.083460 0.282947 -3.907026
35 C -2.361915 3.517662 1.011526
36 O -1.561735 3.680828 -0.144910
37 H -2.250551 2.494967 1.379280
38 H -2.034595 4.217952 1.783939
39 H -3.409448 3.699935 0.759569
40 H -1.680996 4.596931 -0.448157
41 C -4.571453 0.365218 0.810147
42 O -3.229344 0.392550 1.259870
43 H -5.186653 0.957493 1.491535
44 H -4.628963 0.792598 -0.193948
45 H -4.932346 -0.666132 0.800014
46 H -2.707927 -0.140899 0.636184
47 C -5.738862 0.113758 4.713930
48 O -6.706728 0.848918 3.987963
49 H -5.385135 -0.714919 4.096093
50 H -4.897212 0.764643 4.963210
51 H -6.190128 -0.282088 5.627000
52 H -7.001854 1.576847 4.561067
53 C 1.307030 5.561233 0.918285
54 O 0.911971 4.685229 1.957900
55 H 1.504033 6.548951 1.341548
56 H 2.216597 5.181397 0.446501
57 H 0.505072 5.636942 0.179933
58 H 0.744173 3.817588 1.552352
59 C 5.807030 3.988819 -2.588612
60 O 5.411971 3.112815 -1.548996
61 H 6.004033 4.976538 -2.165349
62 H 6.716597 3.608983 -3.060396
63 H 5.005072 4.064528 -3.326963
64 H 5.244173 2.245174 -1.954545
65 C 2.487025 1.036570 2.876386
66 O 2.397776 -0.162620 2.129236
67 H 2.967782 0.823621 3.834027
68 H 3.085022 1.766576 2.325334
69 H 1.483845 1.431420 3.054577
70 H 1.967426 0.057540 1.285580
71 C -2.068467 -2.621362 3.637348
72 O -1.794009 -1.301465 4.069551
73 H -1.465537 -3.319521 4.222668
74 H -3.127861 -2.842450 3.788910
75 H -1.812313 -2.720064 2.579674
76 H -2.342936 -0.704890 3.532703
77 C 11.707380 -2.610453 -1.125021
78 O 10.312506 -2.809964 -1.262049
79 H 11.892152 -1.569170 -0.850907
80 H 12.094746 -3.265601 -0.340867
81 H 12.202540 -2.828432 -2.074406
82 H 10.179551 -3.741922 -1.505368
83 C -1.962730 1.154166 6.962380
84 O -2.770449 1.121068 5.800163
85 H -2.126845 2.100895 7.482305
86 H -2.236967 0.326753 7.621431
87 H -0.910580 1.074546 6.678352
88 H -2.603554 0.270202 5.360164
89 C 1.677986 3.984399 5.887483
90 O 0.603512 3.854057 4.974920
91 H 1.424368 3.460719 6.812138
92 H 2.579245 3.541862 5.456138
93 H 1.846481 5.041973 6.104688
94 H 0.857283 4.328257 4.164882
95 C -7.412963 -0.748258 -1.883272
96 O -7.158399 0.146834 -0.816378
97 H -6.460616 -1.097423 -2.289067
98 H -7.984645 -1.603302 -1.514159
99 H -7.973322 -0.232558 -2.666906
100 H -8.021180 0.439591 -0.476775
101 C -6.612296 -1.326502 -5.678887
102 O -7.007354 -2.202506 -4.639272
103 H -6.415293 -0.338784 -5.255624
104 H -5.702729 -1.706338 -6.150671
105 H -7.414253 -1.250793 -6.417239
106 H -7.175153 -3.070147 -5.044820
107 C -10.255249 -4.488606 -6.299177
108 O -8.990670 -4.778599 -5.732610
109 H -10.108750 -3.950637 -7.238686
110 H -10.790070 -5.421145 -6.495402
111 H -10.829727 -3.864605 -5.610245
112 H -9.152612 -5.255629 -4.900959

Forces on atoms 1 to 6 (eV/Å):
1.0 0.4 -0.4
0.4 -1.1 0.9
1.3 -0.9 -1.1
0.1 -1.2 1.8
0.0 1.8 0.9
1.9 0.4 2.1

The value obtained for the HOMO energy is -7.67 eV. Its frontier orbital gap is 7.904 eV. The LUMO energy is 0.24 eV.